No. 1
Here is a structure of composition C35H29F4GeN5O4S2SbSe4Tl from the Open Molecules 2025 dataset. Energies are from the ωB97M-V functional and the def2-TZVPD basis.

Computed properties:
- HOMO level (eV) = -3.454
- molecular weight (g mol⁻¹) = 1438.367
- energy above the lowest of the compared OMol25 structures with the same formula, charge and spin (kcal per mole) = 0.0
- net charge = -2

Structure (XYZ):
```
86
Properties=species:S:1:pos:R:3:lowdin_charge:R:1
Tl -1.50582 -0.41192 -0.82317 0.85
F -5.87591 2.21743 0.96934 0.07
C -4.53407 2.12814 1.04797 -0.26
C -3.87283 1.15139 0.33718 -0.08
C -2.49313 1.06449 0.43216 -0.28
C -1.76271 1.95172 1.24199 -0.14
C -2.50004 2.92409 1.91719 -0.21
F -1.88439 3.85874 2.69003 0.04
C -3.87045 3.03596 1.84632 0.06
C -0.27233 1.87721 1.30473 -0.23
C 0.52298 2.57762 2.22057 -0.02
C 1.89539 2.40648 2.19752 -0.06
C 2.47162 1.54473 1.27738 -0.05
C 1.61916 0.88356 0.41261 -0.15
N 0.30320 1.05302 0.42613 0.06
H -4.43557 0.49767 -0.31638 0.10
H -4.39220 3.81259 2.38546 0.13
H 0.07873 3.23871 2.94341 0.11
H 2.51273 2.94298 2.90766 0.11
H 3.53886 1.37770 1.23611 0.11
H 2.00431 0.18873 -0.32650 0.11
C -3.93560 -2.82633 -1.65824 -0.02
C -3.87756 -2.71492 -0.17213 -0.54
N -4.73349 -3.49250 0.52295 0.18
O -3.12080 -1.94515 0.42445 -0.05
H -4.39204 -3.74967 -2.00492 0.07
H -2.93202 -2.76696 -2.08084 0.07
H -4.52221 -1.99722 -2.06623 0.04
H -5.32394 -4.15428 0.05447 0.11
H -4.71328 -3.45782 1.52734 0.11
O 4.66440 -6.96815 2.69125 -0.37
S 4.81575 -6.87045 4.12815 0.38
O 4.04022 -7.83287 4.89532 -0.37
O 6.17714 -6.67561 4.58791 -0.37
C 3.97725 -5.31120 4.57285 -0.34
N 4.24606 -4.81115 5.78187 0.12
C 3.59915 -3.70686 6.11470 -0.13
C 2.68988 -3.07971 5.27826 -0.01
C 2.47880 -3.67806 4.04412 -0.22
N 3.12422 -4.78865 3.69887 0.16
C 1.54428 -3.11536 3.02660 -0.13
C 1.45824 -3.68933 1.76281 0.02
C 0.61105 -3.12275 0.82195 -0.11
N -0.13593 -2.04371 1.06136 0.04
C -0.07573 -1.51879 2.28285 -0.13
C 0.73852 -2.01010 3.28538 0.00
H 3.81796 -3.29557 7.09633 0.10
H 2.19003 -2.17403 5.58755 0.09
H 2.05802 -4.55932 1.53164 0.12
H 0.53257 -3.54797 -0.17294 0.11
H -0.71361 -0.65904 2.46467 0.11
H 0.73196 -1.52113 4.24925 0.10
F 0.14007 -0.76323 -3.25585 -0.03
C -0.05768 -1.43931 -2.10206 -0.47
F -0.51490 -2.69380 -2.43940 -0.04
H 0.91830 -1.57560 -1.62585 0.08
S -1.90665 2.57183 -2.17866 0.04
Ge -0.12657 3.26674 -3.28268 0.65
C 1.36133 2.05882 -3.64324 -0.33
C 2.33260 1.72863 -2.70174 -0.12
C 3.35734 0.84516 -3.01290 -0.10
C 3.42678 0.27912 -4.27839 -0.09
C 2.47282 0.60797 -5.23054 -0.09
C 1.45178 1.49171 -4.91332 -0.13
C 0.36432 4.68306 -2.01702 -0.35
C 0.11514 6.01843 -2.33187 -0.12
C 0.30879 7.02596 -1.39595 -0.10
C 0.74697 6.71108 -0.11763 -0.10
C 0.98659 5.38583 0.21789 -0.08
C 0.79268 4.38421 -0.72300 -0.11
H -0.50405 3.87930 -4.64540 -0.01
H 2.30094 2.15953 -1.70779 0.07
H 4.10231 0.59791 -2.26564 0.10
H 4.21841 -0.41935 -4.51916 0.10
H 2.51313 0.16306 -6.21680 0.10
H 0.70017 1.72182 -5.66018 0.10
H -0.24020 6.27797 -3.32298 0.09
H 0.10600 8.05631 -1.66232 0.09
H 0.88752 7.49337 0.61828 0.09
H 1.30857 5.12591 1.21926 0.09
H 0.95030 3.35406 -0.42053 0.07
Se -6.75618 -1.02689 -3.95041 -0.20
Sb -5.50954 -1.97573 -5.73457 -0.22
Se -4.52077 -4.11535 -5.45522 -0.22
Se -5.40627 -0.89131 -7.83214 -0.22
Se -2.88682 0.77644 -3.07745 0.10
```

***

No. 2
Here is a structure of composition C27H28N9O2STi from the Open Molecules 2025 dataset. Energies are from the ωB97M-V functional and the def2-TZVPD basis.

Computed properties:
- HOMO level (alpha / beta) (eV) = -8.658 / -10.086
- molecular weight (g mol⁻¹) = 590.516
- energy above the lowest of the compared OMol25 structures with the same formula, charge and spin (kcal per mole) = 14.3
- 2S+1 = 3
- net charge = +1

Structure (XYZ):
```
68
Properties=species:S:1:pos:R:3:lowdin_charge:R:1
Ti -0.60340 0.17730 -0.62712 0.85
C 0.69192 -2.58387 -1.02490 -0.10
N -0.61426 -2.07200 -0.56161 -0.20
C -1.68130 -2.34209 -1.56406 -0.11
C -2.93232 -1.56669 -1.23682 -0.24
C -4.18656 -2.15095 -1.29957 0.00
C -5.30213 -1.39083 -0.98654 -0.03
C -5.12594 -0.07369 -0.59508 -0.04
C -3.84072 0.43299 -0.54395 -0.10
N -2.76076 -0.28478 -0.86762 0.03
C -0.98257 -2.56825 0.77830 -0.08
C -1.12247 -1.51352 1.85400 -0.23
C -1.38849 -1.91051 3.15792 -0.01
C -1.56922 -0.94953 4.13361 -0.04
C -1.47262 0.38788 3.77807 -0.04
C -1.18464 0.70126 2.46734 -0.11
N -1.01319 -0.22576 1.51258 0.03
C 1.84562 -1.63671 -0.78828 -0.23
C 3.14488 -2.10625 -0.92160 0.00
C 4.19440 -1.20939 -0.84697 -0.03
C 3.91681 0.12938 -0.61629 -0.03
C 2.60049 0.51316 -0.46522 -0.12
N 1.57522 -0.34503 -0.55561 0.04
H 0.91324 -3.55707 -0.57850 0.14
H 0.62943 -2.75175 -2.10096 0.09
H -1.30386 -2.03122 -2.53854 0.10
H -1.91203 -3.41061 -1.61597 0.14
H -4.28267 -3.18744 -1.59382 0.12
H -6.29216 -1.82390 -1.03700 0.12
H -5.96527 0.55247 -0.32804 0.11
H -3.65897 1.45416 -0.22934 0.11
H -1.93340 -3.10527 0.71620 0.14
H -0.24869 -3.30404 1.11323 0.13
H -1.45942 -2.96465 3.39431 0.13
H -1.78568 -1.23700 5.15396 0.12
H -1.61108 1.17636 4.50407 0.11
H -1.07821 1.73099 2.15791 0.10
H 3.32009 -3.15699 -1.11220 0.13
H 5.21412 -1.54732 -0.97605 0.12
H 4.70505 0.86675 -0.56167 0.11
H 2.34226 1.54372 -0.26873 0.10
N 1.19654 1.86983 -3.27910 0.19
C 0.70317 0.60445 -3.39241 -0.49
O -0.32466 0.29107 -2.69652 -0.14
C 1.35490 -0.31589 -4.22188 -0.20
C 2.51819 0.06333 -4.93700 -0.23
N 3.48878 0.38655 -5.46946 0.14
C 0.82278 -1.62313 -4.30287 -0.21
N 0.33879 -2.67107 -4.34379 0.15
H 1.86413 2.19094 -3.96334 0.10
H 0.57022 2.55490 -2.89382 0.08
S -1.31543 4.77659 -1.22256 1.08
C -0.16894 4.57620 0.03117 -0.36
C 0.01654 3.26030 0.29302 -0.23
N -0.73694 2.41194 -0.49441 -0.11
C -1.48229 3.08795 -1.33320 -0.49
H 0.30596 5.42029 0.50263 0.08
H 0.68726 2.84361 1.03378 0.08
H -2.13060 2.61124 -2.05545 0.09
C 2.59598 2.68630 4.23816 0.01
C 2.41783 1.49679 3.32978 -0.57
N 3.07284 0.37082 3.69078 0.18
O 1.73765 1.53861 2.31271 0.00
H 2.76753 2.39636 5.27357 0.08
H 1.71687 3.32205 4.17507 0.08
H 3.45874 3.25980 3.89523 0.09
H 3.67814 0.34362 4.49116 0.11
H 3.06453 -0.41275 3.05935 0.11
```

***

No. 3
Here is the molecule C3H8NOS from the Open Molecules 2025 dataset. Energies are from the ωB97M-V functional and the def2-TZVPD basis.

Computed properties:
- HOMO level (alpha / beta) (eV) = -5.413 / -8.949
- molecular weight (g mol⁻¹) = 106.170
- energy above the lowest of the compared OMol25 structures with the same formula, charge and spin (kcal per mole) = 16.6
- 2S+1 = 2

Structure (XYZ):
```
14
Properties=species:S:1:pos:R:3:lowdin_charge:R:1
O -1.44865 0.88398 -1.50366 -0.19
C -0.74308 1.34265 -0.50567 -0.32
C -0.18635 0.22361 0.36252 -0.40
C 1.07211 -0.44278 -0.20486 -0.55
S 2.53649 0.56564 0.10739 0.73
N -1.31315 -0.75649 0.21576 0.14
H -0.19350 2.29331 -0.54352 0.09
H -0.02571 0.50678 1.40075 0.12
H 1.20655 -1.44705 0.19059 0.07
H 0.99673 -0.51100 -1.28729 0.08
H 2.79391 0.10958 1.34155 -0.15
H -1.69682 -0.38183 -0.73219 0.10
H -1.00754 -1.72745 0.19162 0.14
H -1.99100 -0.65895 0.96703 0.15
```

***

No. 4
Here is a cluster of 3 separate species, C22H21ClNO9P in total from the Open Molecules 2025 dataset. Energies are from the ωB97M-V functional and the def2-TZVPD basis.

Computed properties:
- HOMO level (eV) = -9.751
- molecular weight (g mol⁻¹) = 509.835
- SMILES string = CC[C@@H](Cl)[PH2](OC#N)c1ccccc1.O=C1C=C(O)C(=O)C=C1O.O=C1C=C(O)C(=O)C=C1O

Structure (XYZ):
```
55
Properties=species:S:1:pos:R:3:lowdin_charge:R:1
C -1.47077 1.87236 -3.01375 -0.08
C -0.56659 0.86396 -3.76293 -0.33
C -1.21575 0.19293 -4.96553 -0.81
Cl 0.13105 -0.54706 -5.95277 0.53
P -2.32168 -1.29260 -4.50329 0.93
O -3.21247 -2.83132 -4.01193 -0.23
C -2.70363 -3.36614 -2.97666 -0.53
N -2.42004 -3.68311 -1.89385 0.13
C -3.78441 -0.29819 -4.07807 -0.32
C -4.30037 0.70182 -4.88161 -0.10
C -5.39016 1.44729 -4.48826 -0.08
C -5.99939 1.20079 -3.27304 -0.07
C -5.49531 0.20353 -2.46572 -0.07
C -4.40872 -0.54567 -2.86308 -0.07
H -2.47426 1.97004 -3.42090 0.05
H -1.54250 1.60147 -1.96081 0.05
H -1.01364 2.86161 -3.04927 0.07
H 0.29514 1.41485 -4.13314 0.09
H -0.20827 0.10876 -3.06151 0.09
H -1.70203 0.89113 -5.64005 0.06
H -1.36440 -1.61859 -3.52036 0.07
H -2.17847 -1.85399 -5.78023 0.04
H -3.84349 0.92627 -5.83647 0.11
H -5.75193 2.22221 -5.14807 0.11
H -6.84323 1.81269 -2.98928 0.11
H -5.94503 -0.00450 -1.50477 0.11
H -4.05056 -1.30161 -2.17816 0.10
O 3.62582 2.88636 2.99715 0.11
C 2.72485 2.44438 2.30991 -0.31
C 1.78275 1.43443 2.76669 0.08
C 0.83227 0.98825 1.93729 -0.23
O -0.05485 0.05904 2.29514 0.11
C 0.70037 1.50082 0.53306 -0.30
O -0.18061 1.03692 -0.16846 0.09
C 1.62651 2.52702 0.08278 0.08
C 2.57851 2.97573 0.91118 -0.24
O 3.45479 3.91096 0.56062 0.12
H 1.88520 1.06948 3.77884 0.10
H -0.62065 -0.08940 1.51381 0.12
H 1.51281 2.89943 -0.92567 0.13
H 4.02871 4.04495 1.33906 0.12
O 5.88770 -3.90738 6.47397 0.11
C 4.99846 -3.14817 6.14035 -0.31
C 4.05644 -3.43013 5.06917 0.08
C 3.11454 -2.53109 4.75569 -0.23
O 2.22448 -2.73009 3.78863 0.12
C 3.00028 -1.22157 5.48206 -0.30
O 2.12830 -0.44975 5.12477 0.08
C 3.92608 -0.94620 6.56520 0.08
C 4.86613 -1.84677 6.88142 -0.24
O 5.74217 -1.65747 7.86079 0.12
H 4.15074 -4.37469 4.55268 0.14
H 1.65934 -1.93343 3.76476 0.11
H 3.82339 -0.00624 7.08866 0.14
H 6.30637 -2.45437 7.87398 0.12
```

***

No. 5
Here is a cluster of 6 separate species, C27H51FO19 in total from the Open Molecules 2025 dataset. Energies are from the ωB97M-V functional and the def2-TZVPD basis.

Computed properties:
- HOMO level (eV) = -9.914
- molecular weight (g mol⁻¹) = 698.684
- SMILES string = CCCOC[C@@]1(F)COC(=O)[C@]1(CC)OCC.COC(=O)OC.COC(=O)OC.COC(=O)OC.COC(=O)OC.COC(=O)OC

Structure (XYZ):
```
98
Properties=species:S:1:pos:R:3:lowdin_charge:R:1
C 0.23877 -0.61470 -1.17858 -0.09
C 1.00912 0.74493 -1.39502 -0.21
C 1.66054 0.85731 -2.79732 -0.21
O 2.65077 -0.13873 -3.05629 -0.12
C 3.98439 0.33243 -2.94644 -0.12
C 4.63769 -0.16663 -1.64263 -0.29
F 4.18232 0.73316 -0.63331 0.02
C 4.27709 -1.61442 -1.21709 -0.07
O 5.29788 -2.04442 -0.31583 0.03
C 6.27183 -1.06126 -0.20469 -0.40
O 6.97842 -0.98355 0.69573 0.23
C 6.18764 -0.08900 -1.45299 -0.29
C 7.11078 -0.47498 -2.64548 -0.12
C 7.02420 -1.98472 -3.09007 -0.07
O 6.73218 1.10087 -0.89181 -0.09
C 6.64823 2.23502 -1.76677 -0.23
C 6.11982 3.43788 -0.92359 -0.06
H 0.13529 -1.19771 -2.11162 0.08
H 0.79682 -1.19207 -0.41562 0.05
H -0.77298 -0.39680 -0.78928 0.06
H 0.26884 1.57167 -1.31046 0.11
H 1.71548 0.87990 -0.55639 0.10
H 1.99555 1.90040 -2.96462 0.12
H 0.83589 0.68318 -3.52580 0.13
H 4.52927 -0.05405 -3.83963 0.14
H 4.08813 1.43427 -2.98150 0.13
H 3.26690 -1.62854 -0.76925 0.14
H 4.25631 -2.19304 -2.16518 0.14
H 8.15693 -0.29518 -2.32494 0.13
H 6.94981 0.16418 -3.53556 0.11
H 6.43642 -2.62519 -2.41130 0.07
H 8.03330 -2.43623 -3.15237 0.08
H 6.60668 -1.99956 -4.11871 0.08
H 6.07878 2.05768 -2.69632 0.10
H 7.68557 2.49140 -2.08360 0.12
H 6.67346 4.35646 -1.20231 0.07
H 5.02733 3.58719 -1.00069 0.07
H 6.32300 3.17531 0.13432 0.09
C -4.37988 1.68668 -1.03367 -0.03
O -4.85367 1.51799 -2.37143 -0.02
C -3.88935 1.49095 -3.29622 -0.60
O -2.70929 1.59428 -3.08676 0.12
O -4.46242 1.32784 -4.49606 -0.03
C -3.53413 1.28072 -5.58114 -0.03
H -5.24894 1.69283 -0.37949 0.10
H -3.73281 0.85774 -0.74767 0.09
H -3.85601 2.63630 -0.92805 0.10
H -2.85347 0.43722 -5.46884 0.10
H -2.97860 2.21541 -5.65313 0.10
H -4.10927 1.14548 -6.49474 0.10
C -3.74004 -5.54062 -0.80320 -0.04
O -2.43341 -6.02341 -0.48990 0.01
C -1.60266 -5.09162 -0.01575 -0.61
O -1.86938 -3.92824 0.15623 0.11
O -0.42661 -5.67328 0.23308 0.01
C 0.57195 -4.79100 0.74970 -0.03
H -4.31719 -6.38376 -1.17607 0.09
H -4.22961 -5.14880 0.08815 0.10
H -3.69259 -4.77841 -1.58073 0.10
H 0.25793 -4.36977 1.70418 0.09
H 0.79237 -3.99802 0.03453 0.09
H 1.47361 -5.37785 0.90856 0.10
C -0.99099 -1.94314 3.03258 -0.03
O 0.37903 -1.70260 3.36375 0.00
C 0.56474 -1.08921 4.53427 -0.60
O -0.30556 -0.74049 5.29489 0.11
O 1.87823 -0.93008 4.71219 0.01
C 2.23960 -0.28232 5.93303 -0.03
H -1.01128 -2.44218 2.06580 0.06
H -1.45701 -2.59535 3.77144 0.10
H -1.53796 -1.00404 2.95034 0.10
H 1.90929 -0.86683 6.79125 0.09
H 1.82543 0.72533 5.97269 0.10
H 3.32466 -0.21415 5.95551 0.10
C -7.34352 2.00866 -4.19505 -0.03
O -8.30702 2.98034 -4.61839 0.01
C -9.05918 2.59467 -5.65031 -0.62
O -8.98834 1.53759 -6.22391 0.12
O -9.90845 3.58821 -5.93944 0.00
C -10.78211 3.31189 -7.03307 -0.05
H -6.79726 2.43015 -3.35821 0.08
H -7.83976 1.09672 -3.86168 0.11
H -6.64190 1.79225 -4.99369 0.08
H -11.41330 2.45088 -6.81375 0.10
H -10.21349 3.14643 -7.94808 0.10
H -11.41745 4.18428 -7.17016 0.09
C 0.23698 2.88800 11.92190 -0.05
O 0.50427 2.45941 10.58749 0.00
C -0.19861 1.38650 10.20428 -0.62
O -0.99975 0.79061 10.87715 0.12
O 0.14477 1.09454 8.94745 0.00
C -0.53204 -0.04068 8.39793 -0.04
H 0.86123 3.75779 12.11520 0.09
H -0.80823 3.17659 12.03161 0.10
H 0.49542 2.10664 12.63643 0.10
H -1.60776 0.13046 8.36638 0.10
H -0.30370 -0.93930 8.97241 0.10
H -0.17398 -0.17869 7.38118 0.04
```

***

Among the records above, which one has the lowest molecular weight? C3H8NOS